Record 1
{"formula": "C3H23NO10", "method": "ωB97M-V/def2-TZVPD", "orbital_gap_ev": [10.02, 5.36], "spin_multiplicity": 2, "charge": 1, "fmax_ev_per_a": 4.3, "species": ["O", "C", "C", "N", "C", "O", "H", "H", "H", "H", "H", "H", "H", "H", "H", "O", "H", "H", "O", "H", "H", "O", "H", "H", "O", "H", "H", "O", "H", "H", "O", "H", "H", "O", "H", "H", "O"], "coordinates": [[1.21, -1.28, -2.21], [0.51, -0.41, -1.79], [0.03, -0.39, -0.33], [0.18, 0.95, 0.20], [0.45, 1.13, 1.56], [-0.69, 0.68, 2.42], [0.40, 0.55, -2.32], [0.49, -1.14, 0.34], [-1.07, -0.61, -0.22], [-0.41, 1.69, -0.24], [1.09, 0.33, 1.98], [0.82, 2.10, 1.86], [-0.62, 1.32, 3.14], [-3.19, 1.29, 1.29], [-4.35, 0.36, 1.02], [-4.15, 1.27, 1.27], [-0.25, -3.94, -0.75], [0.25, -2.86, -1.68], [-0.50, -3.08, -1.11], [-1.85, -1.65, 1.78], [-1.42, -2.61, 0.62], [-2.17, -2.24, 1.09], [-3.20, -0.06, -2.39], [-2.24, -0.50, -1.34], [-2.61, 0.32, -1.73], [3.11, 0.37, -1.88], [2.24, 1.29, -1.01], [3.00, 1.28, -1.58], [-1.95, 3.37, -0.63], [-2.14, 2.32, -1.79], [-1.50, 2.89, -1.33], [2.68, -1.30, 3.08], [2.99, -0.80, 1.60], [2.73, -1.55, 2.16], [2.98, 0.79, 0.76], [4.19, 0.70, -0.05], [3.90, 0.54, 0.87]], "mulliken_charge": [-0.4823, -0.2841, -0.2396, 0.5123, -0.7308, -0.4432, 0.5655, 0.9213, -0.2495, 0.1618, 0.3667, 0.5393, 0.3255, 0.2838, 0.3279, -0.6213, 0.3341, 0.2886, -0.6024, 0.3286, 0.2888, -0.6279, 0.2913, 0.2504, -0.4798, 0.3861, 0.2713, -0.6761, 0.3349, 0.3280, -0.7038, 0.3089, 0.3671, -0.6138, 0.2587, 0.4069, -0.6930]}


Record 2
{"formula": "C30H25Cl3IN4O3PdSSbSe4", "method": "ωB97M-V/def2-TZVPD", "orbital_gap_ev": 5.90, "relative_energy_kj_mol": 44.66, "fmax_ev_per_a": 1.4, "species": ["Pd", "C", "C", "N", "C", "C", "C", "O", "C", "C", "N", "C", "C", "C", "C", "C", "C", "I", "C", "O", "H", "H", "H", "H", "H", "H", "H", "H", "H", "H", "H", "H", "Se", "Sb", "Se", "Se", "Se", "Cl", "C", "C", "C", "C", "C", "C", "N", "C", "C", "N", "C", "O", "C", "C", "C", "Cl", "S", "C", "C", "C", "Cl", "C", "H", "H", "H", "H", "H", "H", "H", "H", "H", "H", "H", "H", "H"], "coordinates": [[0.57, -0.92, -0.27], [-1.54, -1.36, -3.66], [-0.27, -0.58, -3.73], [0.41, -0.56, -4.85], [1.53, 0.18, -4.93], [2.06, 0.88, -3.88], [3.36, 1.63, -4.04], [3.30, 2.97, -3.55], [1.37, 0.82, -2.65], [2.01, 1.29, -1.44], [1.79, 0.74, -0.29], [2.54, 1.13, 0.85], [3.01, 2.43, 1.01], [3.80, 2.76, 2.10], [4.12, 1.81, 3.06], [3.62, 0.52, 2.94], [2.83, 0.20, 1.85], [1.94, -1.72, 1.77], [0.14, 0.15, -2.58], [-0.62, 0.21, -1.49], [-1.69, -1.91, -4.59], [-2.39, -0.70, -3.49], [-1.51, -2.05, -2.82], [2.03, 0.17, -5.90], [3.65, 1.61, -5.10], [4.17, 1.15, -3.48], [2.69, 3.47, -4.11], [2.76, 2.07, -1.52], [2.75, 3.18, 0.28], [4.16, 3.78, 2.20], [4.73, 2.07, 3.91], [3.84, -0.22, 3.70], [-2.34, -6.36, -1.30], [-2.64, -4.10, -0.75], [-4.31, -2.66, -1.97], [-4.80, -3.29, 0.32], [-0.54, -3.08, 0.19], [-5.06, 5.96, 5.31], [-4.59, 4.93, 3.99], [-5.40, 3.87, 3.62], [-5.01, 3.05, 2.58], [-3.81, 3.26, 1.89], [-3.38, 2.36, 0.76], [-2.19, 1.45, 1.12], [-2.18, 0.92, 2.47], [-1.92, 1.60, 3.64], [-1.97, 0.67, 4.63], [-2.24, -0.57, 4.12], [-2.35, -0.38, 2.83], [-4.50, 1.71, 0.16], [-4.88, 0.39, 0.56], [-6.14, 0.09, -0.19], [-7.20, -0.64, 0.28], [-7.29, -1.41, 1.81], [-8.47, -0.81, -0.85], [-7.59, 0.11, -2.01], [-6.39, 0.51, -1.53], [-3.05, 4.36, 2.27], [-1.56, 4.73, 1.45], [-3.42, 5.20, 3.32], [-6.33, 3.69, 4.15], [-5.66, 2.25, 2.28], [-3.01, 3.01, -0.04], [-1.27, 1.99, 0.94], [-2.19, 0.60, 0.43], [-1.71, 2.66, 3.65], [-1.83, 0.83, 5.69], [-2.55, -1.15, 2.09], [-5.05, 0.31, 1.64], [-4.10, -0.32, 0.30], [-8.02, 0.30, -2.98], [-5.69, 1.12, -2.09], [-2.79, 6.04, 3.59]], "mulliken_charge": [0.1749, -0.4138, 0.2522, -0.6439, -1.1454, 0.9099, -0.8582, -0.5480, -0.0322, -0.2716, 0.3091, 0.4829, -0.0847, -0.9038, -0.5360, -0.5947, 0.0004, 0.3094, 0.3807, -0.4647, 0.3826, 0.3311, -0.3589, 0.3381, 0.4100, 0.3120, 0.3325, 0.8444, 0.4791, 0.3937, 0.3932, 0.3898, -0.4875, 0.5486, -0.1677, -0.1557, -0.2172, -0.2187, 0.4070, -1.0678, -0.1358, -0.2026, -0.2947, -1.3065, 1.0131, -0.2830, -0.9057, -0.7040, -0.1016, -0.3113, 0.2126, -0.5197, 0.7652, -0.1922, -0.2207, -0.3019, -0.9205, 0.9677, -0.1896, -0.8391, 0.4438, 0.4628, 0.4525, 0.3234, 0.4290, 0.4861, 0.4225, 0.4664, 0.4692, 0.0288, 0.4412, 0.3832, 0.4504]}


Record 3
{"formula": "C5H8O", "method": "ωB97M-V/def2-TZVPD", "orbital_gap_ev": 10.54, "smiles": "C[C@H]1C[C@H]1C=O", "relative_energy_kj_mol": 193.56, "fmax_ev_per_a": 1.3, "species": ["C", "C", "C", "C", "C", "O", "H", "H", "H", "H", "H", "H", "H", "H"], "coordinates": [[-1.41, -0.89, -0.34], [-0.58, 0.32, -0.59], [-0.08, 1.21, 0.46], [0.91, 0.28, -0.39], [1.69, -0.48, 0.59], [1.48, -0.40, 1.79], [-1.05, -1.43, 0.55], [-2.46, -0.61, -0.19], [-1.33, -1.55, -1.20], [-0.79, 0.88, -1.50], [-0.37, 0.89, 1.47], [0.02, 2.28, 0.39], [1.44, 0.41, -1.35], [2.57, -1.04, 0.22]], "mulliken_charge": [-1.3211, 0.3043, -0.7585, -0.2183, -0.1009, -0.5079, 0.3181, 0.3386, 0.3169, 0.4037, 0.2180, 0.2820, 0.3779, 0.3473]}


Record 4
{"formula": "C11H14N2O", "method": "ωB97M-V/def2-TZVPD", "orbital_gap_ev": 8.63, "smiles": "Cc1c[nH]c2ccccc12.CC(N)=O", "relative_energy_kj_mol": 122.60, "fmax_ev_per_a": 3.1, "species": ["C", "C", "C", "N", "C", "C", "C", "C", "C", "C", "H", "H", "H", "H", "H", "H", "H", "H", "H", "C", "C", "N", "O", "H", "H", "H", "H", "H"], "coordinates": [[-3.01, -1.78, 1.06], [-2.41, -0.43, 1.33], [-2.86, 0.51, 2.21], [-2.08, 1.64, 2.14], [-1.21, 1.53, 1.05], [-0.45, 2.57, 0.51], [0.29, 2.21, -0.58], [0.36, 0.87, -1.04], [-0.51, -0.07, -0.53], [-1.39, 0.21, 0.56], [-3.12, -2.04, -0.03], [-3.92, -1.74, 1.63], [-2.36, -2.55, 1.44], [-3.55, 0.36, 3.03], [-2.35, 2.51, 2.56], [-0.50, 3.59, 0.79], [1.00, 2.77, -1.17], [1.04, 0.55, -1.82], [-0.53, -1.11, -0.88], [3.15, -1.36, -0.32], [2.59, -1.33, -1.70], [3.25, -0.41, -2.49], [1.71, -2.04, -2.12], [3.07, -2.19, 0.37], [2.47, -0.54, 0.06], [4.19, -1.09, -0.20], [2.91, -0.48, -3.44], [4.22, -0.17, -2.42]], "mulliken_charge": [-1.2525, 0.2362, -0.6464, -0.0914, 0.2965, -1.1600, -0.4119, -0.6291, -0.4373, 0.9910, 0.2998, 0.3652, 0.2960, 0.3742, 0.2117, 0.3679, 0.3356, 0.4895, 0.3847, -0.8732, 0.5721, -0.4172, -0.5829, 0.3215, 0.1750, 0.3241, 0.2534, 0.2073]}


Record 5
{"formula": "C45H50BrIN3O3P2TeTi", "method": "ωB97M-V/def2-TZVPD", "orbital_gap_ev": [7.45, 7.45], "spin_multiplicity": 2, "relative_energy_kj_mol": 197.26, "fmax_ev_per_a": 0.7, "species": ["Ti", "C", "P", "C", "C", "C", "C", "C", "C", "C", "P", "C", "C", "H", "H", "H", "H", "H", "H", "H", "H", "H", "H", "H", "H", "H", "H", "H", "H", "I", "C", "C", "N", "N", "C", "H", "H", "H", "Br", "C", "C", "C", "C", "C", "C", "C", "O", "O", "H", "H", "H", "H", "C", "C", "C", "C", "C", "C", "Te", "N", "C", "O", "C", "C", "C", "C", "C", "C", "C", "C", "C", "C", "C", "C", "C", "C", "C", "C", "C", "C", "H", "H", "H", "H", "H", "H", "H", "H", "H", "H", "H", "H", "H", "H", "H", "H", "H", "H", "H", "H", "H", "H", "H", "H", "H", "H", "H"], "coordinates": [[0.19, -0.45, 0.70], [1.77, 4.43, 1.09], [0.47, 3.18, 0.71], [0.06, 3.73, -1.02], [-0.98, 3.78, 1.65], [-0.96, 4.98, 2.36], [-2.03, 5.38, 3.14], [-3.16, 4.57, 3.22], [-3.20, 3.38, 2.52], [-2.12, 2.96, 1.73], [-2.16, 1.36, 0.86], [-2.94, 1.73, -0.75], [-3.55, 0.45, 1.65], [1.51, 5.45, 0.80], [2.66, 4.11, 0.54], [2.02, 4.40, 2.15], [-0.72, 4.49, -1.05], [-0.22, 2.89, -1.65], [0.97, 4.16, -1.46], [-0.09, 5.62, 2.31], [-1.99, 6.31, 3.69], [-4.01, 4.87, 3.82], [-4.09, 2.76, 2.59], [-3.92, 2.20, -0.60], [-3.06, 0.80, -1.30], [-2.32, 2.40, -1.34], [-4.50, 0.97, 1.53], [-3.35, 0.29, 2.71], [-3.63, -0.52, 1.16], [2.97, -6.22, 0.86], [1.97, -4.55, 0.18], [1.34, -4.38, -1.02], [0.87, -3.12, -1.04], [1.15, -2.47, 0.10], [1.81, -3.33, 0.86], [1.21, -5.04, -1.86], [0.29, -2.67, -1.73], [2.16, -3.04, 1.84], [-1.04, -6.60, 2.73], [-1.12, -4.72, 2.53], [-0.69, -3.91, 3.57], [-0.76, -2.53, 3.41], [-1.22, -1.99, 2.22], [-1.63, -2.82, 1.17], [-1.60, -4.20, 1.34], [-1.94, -2.29, -0.21], [-2.66, -2.91, -0.95], [-1.31, -1.18, -0.51], [-0.31, -4.34, 4.48], [-0.42, -1.87, 4.20], [-1.38, -0.91, 2.19], [-1.92, -4.83, 0.53], [9.36, -3.47, -4.44], [8.09, -2.95, -3.82], [7.62, -1.67, -4.10], [6.45, -1.17, -3.53], [6.02, 0.22, -3.90], [5.74, -1.98, -2.63], [4.05, -1.20, -1.57], [2.06, 0.19, 0.49], [2.08, 0.21, 1.77], [0.88, 0.22, 2.42], [3.25, 0.16, 2.68], [4.34, -0.64, 2.37], [5.42, -0.71, 3.24], [5.42, 0.05, 4.40], [4.34, 0.86, 4.70], [3.25, 0.91, 3.85], [5.05, 0.55, -0.90], [4.49, 1.81, -1.18], [3.21, 1.99, -1.95], [5.18, 2.95, -0.76], [6.38, 2.88, -0.08], [7.10, 4.12, 0.37], [6.91, 1.62, 0.18], [6.27, 0.46, -0.22], [6.95, -0.85, 0.10], [6.18, -3.28, -2.36], [5.46, -4.22, -1.42], [7.34, -3.74, -2.96], [9.77, -2.75, -5.15], [9.18, -4.40, -4.97], [10.11, -3.66, -3.68], [8.16, -1.05, -4.80], [6.43, 0.49, -4.87], [6.36, 0.95, -3.17], [4.93, 0.29, -3.95], [4.34, -1.21, 1.45], [6.27, -1.34, 3.01], [6.27, 0.01, 5.08], [4.34, 1.46, 5.61], [2.38, 1.51, 4.09], [2.46, 1.26, -1.66], [3.39, 1.90, -3.02], [2.81, 2.99, -1.77], [4.75, 3.92, -0.98], [6.56, 5.02, 0.06], [8.11, 4.17, -0.03], [7.18, 4.15, 1.46], [7.85, 1.54, 0.72], [7.55, -0.75, 1.00], [7.60, -1.15, -0.72], [6.23, -1.66, 0.25], [4.38, -4.07, -1.42], [5.79, -4.08, -0.39], [5.66, -5.25, -1.70], [7.68, -4.75, -2.75]], "mulliken_charge": [0.3396, -1.3553, 1.5902, -1.5914, 0.2404, -0.7798, -0.7045, -0.8528, -0.6347, -0.1471, 1.5226, -1.3697, -1.7323, 0.4824, 0.0799, 0.4618, 0.4582, 0.2577, 0.6087, 0.3614, 0.4069, 0.4083, 0.3218, 0.4480, 0.3590, 0.3186, 0.5715, 0.4571, 0.3689, 0.1383, -1.3056, -0.2986, -0.3412, 1.4166, -0.5498, 0.5700, 0.0191, 0.7982, -0.1549, -0.0539, -0.5829, -0.8501, 1.0147, 0.7802, -0.8686, 0.0326, -0.7010, -0.9105, 0.4613, 0.4927, -0.3360, 0.6268, -1.6126, 0.6834, -1.0449, 1.0777, -1.5201, -0.2868, 0.7864, 0.3253, 0.5596, -0.6986, 0.1240, 0.3386, -0.9139, -0.6297, -0.7837, -0.3031, 0.4323, 0.5757, -1.3280, -0.6868, 0.6402, -1.7430, -0.8619, 1.2134, -2.0446, 1.3282, -1.6673, -1.0098, 0.3562, 0.3680, 0.3120, 0.3380, 0.5488, 0.2540, 0.1312, 0.2866, 0.4468, 0.4204, 0.4097, 0.4995, -0.0443, 0.3168, 0.1392, 0.3221, 0.3796, 0.3545, 0.3479, 0.4056, 0.5260, 0.3339, 0.0005, 0.0150, 0.3418, 0.5144, 0.4327]}